w:
This record from the OMol25 dataset describes a cluster of 2 separate species, CH3I2P in total. The level of theory is the ωB97M-V functional and the def2-TZVPD basis.

Output
Orbital gap, hartree: 0.314

Geometry as ORCA input:
```
! wB97M-V def2-TZVPD RIJCOSX def2/J DEFGRID3
* xyz 0 1
C -0.5555 1.9305 0.0329
P 0.2239 0.8441 1.0751
I -0.3423 -1.4205 0.5393
H -0.1539 2.9633 -0.0534
H -1.5225 1.9123 -0.4910
I 2.0445 -4.9686 -0.6552
H 0.6689 -4.3368 -0.2936
*
```


x:
This record from the OMol25 dataset describes a structure of composition CH3I2P. The level of theory is the ωB97M-V functional and the def2-TZVPD basis.

Output
Orbital gap, hartree: 0.320

Geometry as ORCA input:
```
! wB97M-V def2-TZVPD RIJCOSX def2/J DEFGRID3
* xyz 0 1
C -0.2170 1.1301 0.2346
P -0.3540 -0.5675 -0.5507
I -0.7189 2.8737 -1.0335
I 1.7556 1.5233 1.0376
H -0.7325 1.3385 1.1039
H -0.2328 -1.0181 0.6804
H 1.0319 -0.5335 -0.7843
*
```


We find w to be the most stable, with the next structure 25.5 kJ/mol higher.


w:
This record from the OMol25 dataset describes the ion C8H15N2O with charge +1. The level of theory is the ωB97M-V functional and the def2-TZVPD basis.

Output
Orbital gap (spin up / spin down), hartree: 0.321 / 0.321

Geometry as ORCA input:
```
! wB97M-V def2-TZVPD RIJCOSX def2/J DEFGRID3
* xyz 1 1
C -2.3016 -0.6543 -0.3676
C -0.0094 -0.2708 -0.2320
C -3.3536 -1.4879 -1.0559
C 1.9915 -1.6680 -0.3673
C 1.8699 0.4172 1.2057
C 2.0507 0.7199 -1.1960
C -1.3201 2.1072 1.3363
C 1.4487 -0.2205 -0.1139
N -2.4131 0.2473 0.4406
N -1.4422 0.7772 0.9524
O -0.8430 -0.9219 -0.7994
H -4.2128 -0.7898 -1.2359
H -2.9411 -2.0163 -1.9609
H -3.5793 -2.3164 -0.4603
H 3.0475 -1.8344 -0.0124
H 1.5595 -2.4086 0.2839
H 1.6962 -1.8878 -1.3864
H 2.8643 0.2408 1.5745
H 1.8594 1.4541 1.0906
H 1.0404 0.2520 1.9807
H 1.7579 1.7148 -1.0210
H 3.1583 0.6093 -0.9512
H 2.0331 0.3089 -2.2345
H -1.5367 2.8979 0.6551
H -2.0831 2.4448 2.1681
H -0.3413 2.2852 1.7070
*
```


x:
This record from the OMol25 dataset describes the ion C8H15N2O with charge +1. The level of theory is the ωB97M-V functional and the def2-TZVPD basis.

Output
Orbital gap, hartree: 0.298

Geometry as ORCA input:
```
! wB97M-V def2-TZVPD RIJCOSX def2/J DEFGRID3
* xyz 1 1
C -0.9072 -2.0016 0.6082
C -1.2655 -0.7538 -0.2493
C -2.5384 0.0076 0.2345
C -0.0206 -0.0049 -0.5924
C -0.2530 1.3977 -1.3726
N 0.8182 -0.7437 -1.5348
C 2.0472 -0.6458 -1.2856
N 2.3014 -0.0375 -0.0596
O 3.3306 0.4294 0.3491
C 1.0075 0.1825 0.5554
C 1.2447 1.3933 1.5438
H -1.5296 -2.8418 0.3744
H -1.1038 -1.7288 1.6195
H 0.2066 -2.3311 0.4993
H -1.5200 -1.1715 -1.1676
H -2.3263 0.8862 0.7095
H -3.1306 -0.6327 0.7753
H -3.0856 0.1264 -0.6210
H -1.1746 1.2544 -2.0159
H 0.6237 1.5755 -2.0457
H -0.4236 2.2263 -0.7211
H 2.7414 -1.0622 -1.9513
H 0.9006 -0.6786 1.1362
H 1.9151 2.1040 0.9539
H 1.7720 1.1049 2.3778
H 0.3700 1.9457 1.8800
*
```


We find x to be the most stable, with the next structure 70.5 kJ/mol higher.


w:
This record from the OMol25 dataset describes a cluster of 2 separate species, C2H3N2S2 in total. The level of theory is the ωB97M-V functional and the def2-TZVPD basis.

Output
Orbital gap, hartree: 0.266

Geometry as ORCA input:
```
! wB97M-V def2-TZVPD RIJCOSX def2/J DEFGRID3
* xyz 1 1
C -1.4441 0.3535 -0.4477
C 2.7716 -0.2346 0.4701
N 1.7702 0.0689 1.0901
N -2.6001 -0.1173 -0.7532
S 3.9390 -0.6334 -0.3597
S -0.1633 1.1561 -0.3650
H 1.8915 0.2000 2.1312
H -3.0889 -0.0940 -1.6673
H -3.0758 -0.6993 -0.0986
*
```


x:
This record from the OMol25 dataset describes a cluster of 2 separate species, C2H3N2S2 in total. The level of theory is the ωB97M-V functional and the def2-TZVPD basis.

Output
Orbital gap, hartree: 0.300

Geometry as ORCA input:
```
! wB97M-V def2-TZVPD RIJCOSX def2/J DEFGRID3
* xyz 1 1
C 0.7921 -1.5666 -1.5270
C -0.3750 1.3647 1.4142
N 0.3327 2.3152 1.2435
N -0.1289 -1.6520 -0.6637
S -1.3749 0.1390 1.4149
S 1.8395 -0.8653 -2.4110
H 0.1703 3.2735 1.3551
H -0.3985 -0.6738 -0.0255
H -0.8573 -2.3347 -0.8006
*
```


We find w to be the most stable, with the next structure 12.3 kJ/mol higher.


w:
This record from the OMol25 dataset describes a structure of composition C2H3N2S2. The level of theory is the ωB97M-V functional and the def2-TZVPD basis.

Output
Orbital gap (spin up / spin down), hartree: 0.266 / 0.267

Geometry as ORCA input:
```
! wB97M-V def2-TZVPD RIJCOSX def2/J DEFGRID3
* xyz 1 1
C 1.1936 -0.3850 -0.0930
C 2.6156 -0.5570 -1.4828
N 1.4179 0.2377 -1.2249
N 0.6325 -0.0153 1.0702
S 4.3169 1.1270 0.5532
S 2.0189 -1.9202 -0.4219
H 1.2110 1.0877 -1.7551
H 0.0791 0.8682 1.3616
H 0.2879 -0.7123 1.7979
*
```


x:
This record from the OMol25 dataset describes the ion C2H3N2S2 with charge +1. The level of theory is the ωB97M-V functional and the def2-TZVPD basis.

Output
Orbital gap (spin up / spin down), hartree: 0.189 / 0.197

Geometry as ORCA input:
```
! wB97M-V def2-TZVPD RIJCOSX def2/J DEFGRID3
* xyz 1 1
S 2.4340 0.9135 -0.3828
C 1.0383 1.1034 0.5374
N -0.2173 1.0348 0.1097
C -0.9480 0.1278 -0.4331
N -0.6788 -1.1819 -0.3527
S 0.6536 -1.8765 0.1934
H 1.1731 1.1594 1.5596
H -1.9205 0.4431 -0.7466
H -1.5344 -1.7235 -0.4850
*
```


We find x to be the most stable, with the next structure 234.2 kJ/mol higher.


w:
This record from the OMol25 dataset describes a cluster of 3 separate species, C4H17N2O2 in total. The level of theory is the ωB97M-V functional and the def2-TZVPD basis.

Output
Orbital gap, hartree: 0.362

Geometry as ORCA input:
```
! wB97M-V def2-TZVPD RIJCOSX def2/J DEFGRID3
* xyz 1 1
N -1.0367 -1.8663 -1.0792
C -1.9112 -0.7224 -0.7322
C -1.3316 -0.0721 0.5674
N 0.0773 -0.3401 0.7123
C 0.8894 0.6551 0.0102
C 2.3827 0.2908 0.1379
H -0.1242 -1.5184 -1.3829
H -1.4267 -2.4413 -1.8162
H -0.8272 -2.4053 -0.2345
H -1.7850 0.0577 -1.4787
H -2.9502 -0.9411 -0.5166
H -1.9433 -0.3601 1.4284
H -1.5704 1.0026 0.5410
H 0.2945 -0.2484 1.7118
H 0.7324 1.6436 0.4420
H 0.6735 0.6424 -1.0540
H 2.4735 -0.7157 0.5093
H 2.8878 0.2789 -0.8322
H 2.9654 0.9727 0.7096
H -0.2797 1.8020 -3.5603
H -0.9691 2.6504 -2.4903
O -0.6985 1.7424 -2.6934
H 0.9467 0.5718 4.1804
H 1.6531 -0.6231 3.4599
O 0.8775 -0.0563 3.4604
*
```


x:
This record from the OMol25 dataset describes a cluster of 3 separate species, C4H17N2O2 in total. The level of theory is the ωB97M-V functional and the def2-TZVPD basis.

Output
Orbital gap, hartree: 0.376

Geometry as ORCA input:
```
! wB97M-V def2-TZVPD RIJCOSX def2/J DEFGRID3
* xyz 1 1
C -0.4371 -0.9985 0.6347
N 0.6689 -1.2829 -0.3688
C 1.5817 -2.4566 0.0624
C -1.3898 0.0996 0.0769
N -0.8043 1.4412 0.1442
C -1.9014 2.4481 -0.0849
H -1.1059 -1.9322 0.7300
H -0.1677 -0.6594 1.6123
H 0.0801 -1.6012 -1.0861
H 2.6662 -2.0746 0.1277
H 1.1829 -3.0429 0.8714
H 1.7152 -3.3594 -0.5662
H -1.8707 -0.1991 -0.9144
H -2.3525 0.1638 0.6495
H 1.1199 -0.5205 -0.7549
H -0.4101 1.5231 1.1416
H -2.0422 2.8529 -1.0080
H -2.8395 2.0899 0.0678
H -1.7805 3.3497 0.5854
H 2.1062 0.6605 3.0000
H 2.0593 1.5758 1.7698
O 1.9473 0.6539 2.0332
H 0.8233 0.1249 -3.6518
H 0.4505 1.0433 -2.3655
O 0.7002 0.1005 -2.7062
*
```


We find w to be the most stable, with the next structure 147.6 kJ/mol higher.